Formula: C20H28NO2STi
Source: OMol25
Level of theory: ωB97M-V/def2-TZVPD

Calculated values
Energy above the lowest of the compared OMol25 structures with the same formula, charge and spin   0.0 kcal per mole
HOMO-LUMO gap   7.048 eV
E_HOMO   -11.482 eV
Charge   +1
E   -2231.52963 a.u.

XYZ file:
```
53
Properties=species:S:1:pos:R:3:mulliken_charge:R:1
Ti 2.07 1.92 0.74 -0.510
S 2.58 1.79 3.17 -0.201
O -2.68 -2.23 -1.09 -0.506
O 0.61 0.40 1.31 0.153
N 4.44 3.83 3.89 -0.528
C 4.14 2.26 -0.13 -0.436
C 3.68 3.00 3.53 0.467
C 3.06 0.27 -0.64 -0.185
C 1.83 3.91 -0.46 -0.370
C -3.86 -4.06 -1.37 -0.831
C 0.54 -0.76 2.27 -0.587
C 0.11 3.16 0.92 -0.261
C -0.51 -1.68 1.70 -0.768
C -0.39 -1.40 0.21 -0.267
C -0.12 0.08 0.10 -0.438
C -3.27 -2.69 -3.44 -1.607
C 4.34 1.36 0.96 -0.678
C 2.17 4.23 0.89 -0.470
C -3.74 -2.66 -2.00 1.329
C -5.01 -1.87 -1.81 -1.581
C 3.63 0.15 0.67 -0.606
C 1.10 3.79 1.74 -0.619
C 0.57 3.23 -0.45 -0.291
C -2.78 -3.56 -0.42 -0.408
C 3.35 1.59 -1.13 -0.501
H -5.79 -2.30 -2.45 0.407
H 0.44 -1.97 -0.24 0.264
H 1.53 -1.23 2.26 0.259
H -3.09 -1.67 -3.82 0.346
H -5.35 -1.94 -0.77 0.365
H -4.06 -3.14 -4.06 0.398
H 0.46 0.31 -0.81 0.295
H -4.83 -4.24 -0.90 0.309
H -3.57 -4.88 -2.03 0.316
H 0.01 2.90 -1.33 0.538
H 4.58 3.26 -0.21 0.558
H -4.88 -0.81 -2.10 0.344
H 2.36 4.24 -1.35 0.572
H 0.32 -0.36 3.27 0.388
H 5.01 1.53 1.80 0.703
H 2.58 -0.53 -1.21 0.621
H -0.84 2.77 1.26 0.508
H -2.37 -3.31 -3.55 0.358
H -1.29 -1.60 -0.35 0.290
H 3.06 4.76 1.22 0.493
H -0.33 -2.73 1.94 0.429
H -3.10 -3.44 0.62 0.278
H 1.00 3.97 2.81 0.601
H -1.84 -4.12 -0.49 0.264
H -1.51 -1.40 2.05 0.329
H -1.06 0.66 0.07 0.356
H 3.61 -0.74 1.30 0.603
H 3.07 1.97 -2.11 0.505
```